This record from OMol25 describes a cluster of 2 separate species, C6H12O in total in a non-equilibrium geometry. The level of theory is ωB97M-V with the def2-TZVPD basis set.

Positions of all 19 atoms, in Å:
1 H 1.768643 4.200285 1.167781
2 H 2.367032 0.286353 1.627961
3 C 1.616027 3.177879 0.837869
4 C 0.674562 2.425615 1.399419
5 H -0.034927 2.950938 2.038060
6 H 1.047651 -0.934076 -0.834867
7 H 0.779465 -1.795090 0.621335
8 C 1.461817 -1.076043 0.155483
9 C -0.955877 0.655874 0.716314
10 H -3.531177 -5.154698 -3.108260
11 H 2.399819 -1.617687 0.256505
12 H -1.491571 1.604752 0.606152
13 H -1.529697 0.133069 1.477683
14 O -3.684949 -4.537672 -3.833178
15 H 2.192326 2.916130 -0.040845
16 C 1.501399 0.175589 0.984124
17 H -2.952049 -4.687617 -4.443255
18 C 0.452341 0.993607 1.172670
19 H -1.126613 0.224931 -0.271470

Atoms 1-3, force components in eV/Å:
H -0.31 0.06 -0.10
H 0.40 0.67 -0.60
C 0.12 0.40 -0.30

Energy above the lowest of the compared OMol25 structures with the same formula, charge and spin (eV): 2.276
Electronic energy (a.u.): -310.97564
Molecular weight (g mol⁻¹): 100.161
Frontier orbital gap (eV): 9.383
SMILES string: C=C/C(C)=C/C.O